(1)
ORCA calculation (ωB97M-V with the def2-TZVPD basis set) on a structure of composition C28H49N2OP3PbSe.

Each line ends with the Mulliken charge.
Element x y z (Å)
1 Pb -0.480 -0.482 0.070  1.072
2 P 0.678 2.387 -0.725  0.683
3 P 0.329 0.190 2.817  0.562
4 P -2.090 1.924 1.542  0.811
5 H -7.914 -1.928 -4.957  0.404
6 C -8.209 -0.871 -4.912  -0.189
7 C -7.805 0.020 -5.830  -0.157
8 H -7.186 -0.273 -6.685  0.314
9 C 2.002 2.008 -1.937  -1.144
10 C 1.784 3.332 0.446  -1.136
11 C -0.044 3.872 -1.557  -1.234
12 C -0.375 -1.107 3.911  -1.339
13 C 2.065 -0.354 2.639  -0.948
14 C 0.473 1.455 4.154  -1.519
15 C -3.477 2.363 0.411  -1.186
16 C -1.599 3.602 2.118  -1.358
17 C -3.049 1.368 2.996  -0.928
18 H -8.862 -0.568 -4.081  0.350
19 H -8.104 1.073 -5.758  0.304
20 H 1.584 1.398 -2.749  0.404
21 H 2.808 1.424 -1.463  0.293
22 H 2.403 2.959 -2.331  0.473
23 H 2.517 2.641 0.882  0.278
24 H 1.177 3.767 1.248  0.336
25 H 2.313 4.144 -0.090  0.536
26 H -0.570 3.514 -2.456  0.406
27 H 0.753 4.592 -1.804  0.498
28 H -0.770 4.324 -0.864  0.337
29 H 0.268 -1.215 4.799  0.520
30 H -0.447 -2.053 3.372  0.355
31 H -1.384 -0.816 4.227  0.401
32 H 2.486 -0.365 3.645  0.594
33 H 2.623 0.345 2.012  0.212
34 H 2.177 -1.315 2.119  0.173
35 H 1.041 1.071 5.017  0.524
36 H -0.522 1.739 4.513  0.456
37 H 0.970 2.356 3.788  0.386
38 H -4.101 3.149 0.874  0.505
39 H -4.071 1.466 0.188  0.243
40 H -3.060 2.725 -0.539  0.299
41 H -2.455 4.117 2.575  0.533
42 H -1.220 4.201 1.281  0.312
43 H -0.789 3.514 2.852  0.260
44 H -3.697 2.193 3.327  0.514
45 H -2.385 1.070 3.819  0.216
46 H -3.641 0.478 2.723  0.213
47 C -4.448 -1.467 -0.318  0.296
48 C -4.239 -0.881 -1.594  -0.283
49 C -5.315 -0.767 -2.488  -0.345
50 C -6.593 -1.183 -2.135  0.511
51 C -6.805 -1.782 -0.890  -0.796
52 C -5.753 -1.927 0.011  -0.436
53 Se -3.091 -1.597 0.975  0.103
54 H -0.938 1.204 -0.830  0.039
55 H -3.244 -0.511 -1.846  0.255
56 H -5.166 -0.337 -3.484  0.277
57 H -7.434 -1.062 -2.827  -0.263
58 H -7.801 -2.134 -0.628  0.410
59 H -5.939 -2.381 0.986  0.426
60 C 6.323 -2.383 -1.421  -0.913
61 N 4.907 -2.234 -1.646  -0.059
62 N 4.038 -2.209 -0.619  0.580
63 C 2.757 -1.937 -1.100  0.222
64 O 1.807 -1.638 -0.315  -0.490
65 C 2.925 -1.975 -2.527  -1.272
66 C 4.259 -2.094 -2.805  1.095
67 C 4.983 -2.050 -4.097  -1.631
68 C 4.507 -2.138 0.736  -0.407
69 C 5.253 -1.030 1.160  0.073
70 C 5.669 -0.994 2.498  -0.843
71 C 5.367 -2.071 3.349  -0.566
72 C 4.629 -3.155 2.895  -0.635
73 C 4.169 -3.185 1.596  -0.140
74 H 6.744 -1.511 -0.907  0.370
75 H 6.809 -2.457 -2.383  0.431
76 H 6.554 -3.305 -0.867  0.308
77 H 2.170 -1.846 -3.265  0.518
78 H 5.783 -1.300 -4.071  0.413
79 H 5.443 -3.020 -4.341  0.370
80 H 4.257 -1.795 -4.872  0.356
81 H 5.466 -0.201 0.468  0.536
82 H 6.187 -0.102 2.864  0.428
83 H 5.710 -2.039 4.382  0.459
84 H 4.358 -3.973 3.553  0.461
85 H 3.549 -3.971 1.173  0.503

Computed properties:
Highest occupied orbital energy (spin up / spin down) ... -0.61604 / -0.61602 hartree
Total charge ... +4
Energy above the lowest of the compared OMol25 structures with the same formula, charge and spin ... 87.84 kcal per mole
Lowest unoccupied orbital energy (spin up / spin down) ... -15.06 / -13.09 eV

=====

(2)
ORCA calculation (ωB97M-V with the def2-TZVPD basis set) on a structure of composition C28H50BCoN6O.

Each line ends with the Mulliken spin population.
Element x y z (Å)
1 Co 0.988 -1.098 0.794  0.907
2 C 0.223 -4.167 0.897  0.028
3 C -1.045 -4.102 0.076  -0.008
4 C -0.917 -4.964 -1.185  0.000
5 C -1.447 -2.703 -0.294  -0.002
6 C -2.651 -2.340 -0.897  0.005
7 C -2.586 -0.980 -1.114  0.008
8 C -3.738 -0.136 -1.608  -0.002
9 C -4.172 0.847 -0.519  0.000
10 C -3.548 0.569 -2.951  0.000
11 N -1.381 -0.559 -0.671  0.001
12 N -0.688 -1.610 -0.141  0.057
13 B -0.674 0.825 -0.695  -0.012
14 N -0.486 1.275 0.794  -0.002
15 N 0.180 0.417 1.642  -0.028
16 C 0.151 0.955 2.873  -0.007
17 C -0.481 2.184 2.796  -0.004
18 C -0.875 2.370 1.486  0.009
19 C -1.610 3.643 1.083  -0.002
20 C -2.973 3.729 1.789  0.000
21 C -1.717 4.003 -0.394  0.000
22 C 0.644 0.389 4.183  -0.009
23 C 1.639 -0.750 4.084  0.012
24 C -0.558 -0.030 5.043  0.000
25 N 0.731 0.702 -1.363  -0.023
26 N 1.742 0.034 -0.708  0.067
27 C 2.858 0.220 -1.425  0.006
28 C 2.550 0.949 -2.572  0.004
29 C 1.204 1.230 -2.515  0.008
30 C 0.446 1.830 -3.677  -0.001
31 C -0.367 0.729 -4.372  0.000
32 C -0.382 3.088 -3.420  0.000
33 C 4.270 -0.229 -1.128  -0.007
34 C 5.165 1.003 -0.925  0.000
35 C 4.445 -1.196 0.029  0.011
36 H 0.434 -5.198 1.182  0.000
37 H 1.082 -3.811 0.313  -0.008
38 H 0.134 -3.579 1.815  -0.001
39 H -1.855 -4.510 0.682  -0.001
40 H -0.115 -4.582 -1.826  0.000
41 H -0.684 -5.999 -0.921  0.000
42 H -1.840 -4.961 -1.765  0.000
43 H -3.481 -2.991 -1.140  0.001
44 H -4.541 -0.858 -1.744  0.000
45 H -3.363 1.550 -0.319  0.000
46 H -5.049 1.417 -0.839  0.000
47 H -4.414 0.330 0.415  0.000
48 H -2.826 1.385 -2.883  0.000
49 H -3.218 -0.125 -3.727  0.000
50 H -4.503 0.997 -3.271  0.000
51 H -1.334 1.607 -1.299  0.000
52 H -0.634 2.876 3.614  0.000
53 H -0.991 4.418 1.535  0.000
54 H -3.658 2.959 1.436  0.000
55 H -2.873 3.618 2.870  0.000
56 H -3.427 4.703 1.588  0.000
57 H -2.430 3.373 -0.929  0.000
58 H -2.068 5.035 -0.476  0.000
59 H -0.752 3.937 -0.894  0.000
60 H 1.138 1.223 4.681  0.000
61 H 1.185 -1.621 3.615  0.000
62 H 2.526 -0.447 3.516  0.001
63 H 1.969 -1.050 5.081  0.000
64 H -1.105 -0.847 4.561  0.000
65 H -0.222 -0.374 6.024  0.000
66 H -1.252 0.798 5.190  0.000
67 H 3.227 1.227 -3.370  0.001
68 H 1.241 2.123 -4.360  0.000
69 H -1.085 0.288 -3.679  0.000
70 H -0.918 1.137 -5.225  0.000
71 H 0.286 -0.070 -4.735  0.000
72 H -1.331 2.868 -2.932  0.000
73 H 0.166 3.808 -2.808  0.000
74 H -0.607 3.568 -4.377  0.000
75 H 4.610 -0.738 -2.031  0.000
76 H 4.819 1.583 -0.063  0.000
77 H 6.199 0.695 -0.739  0.000
78 H 5.159 1.659 -1.795  0.000
79 H 4.310 -0.662 0.982  -0.005
80 H 3.755 -2.036 -0.031  0.000
81 H 5.459 -1.598 0.029  0.000
82 C 2.963 -3.572 2.455  0.006
83 O 2.524 -2.325 1.856  -0.019
84 H 3.274 -3.398 3.482  0.001
85 H 3.786 -3.993 1.883  0.000
86 H 2.131 -4.259 2.449  -0.001
87 H 3.261 -1.709 1.932  0.005

Computed properties:
⟨S²⟩ ... 0.758
Highest occupied orbital energy (spin up / spin down) ... -0.42160 / -0.42159 hartree
Total charge ... +1
2S+1 ... 2
Lowest unoccupied orbital energy (spin up / spin down) ... -3.83 / -3.07 eV

=====

(3)
ORCA calculation (ωB97M-V with the def2-TZVPD basis set) on a structure of composition C28H50Cl28FIN2O5.

Each line ends with the Mulliken charge.
Element x y z (Å)
1 C -1.581 -2.142 0.743  -0.109
2 C -0.669 -3.278 1.478  -0.215
3 C 0.869 -3.080 0.933  -0.499
4 N 1.022 -1.627 0.632  1.331
5 C 2.100 -1.333 -0.333  0.593
6 C 3.653 -1.287 0.181  -1.566
7 I 4.874 -2.639 -1.096  0.245
8 C 3.870 -1.832 1.678  -0.045
9 C 5.404 -1.629 2.123  -1.104
10 O 2.216 -2.191 -1.521  -0.466
11 C 0.944 -1.969 -2.202  0.438
12 O 0.177 -2.815 -2.697  -0.595
13 O 0.789 -0.557 -2.101  -0.550
14 C 1.746 0.028 -1.124  0.942
15 C 0.840 1.157 -0.444  -0.423
16 C 1.645 2.428 0.126  0.337
17 C 2.974 2.082 0.934  -0.201
18 N 3.031 1.243 2.136  -0.079
19 O 4.062 2.598 0.531  -0.660
20 C 2.862 0.631 -2.151  -0.718
21 C 2.089 0.989 -3.519  0.250
22 O 1.438 2.052 -3.547  -0.408
23 F 2.148 0.072 -4.604  -0.310
24 H -2.706 -2.404 0.830  0.026
25 H -1.364 -2.100 -0.391  0.000
26 H -1.473 -1.108 1.236  0.048
27 H -1.089 -4.281 1.078  0.062
28 H -0.736 -3.200 2.619  0.207
29 H 1.539 -3.409 1.819  0.109
30 H 0.963 -3.774 0.035  0.313
31 H 1.170 -1.077 1.508  -0.343
32 H 4.137 -0.255 0.115  0.532
33 H 3.103 -1.396 2.411  0.087
34 H 3.654 -2.970 1.636  0.442
35 H 6.038 -2.548 1.881  0.327
36 H 5.805 -0.738 1.501  0.255
37 H 5.476 -1.386 3.239  0.317
38 H 0.141 0.796 0.381  -0.004
39 H 0.152 1.564 -1.282  0.039
40 H 1.803 3.204 -0.709  0.043
41 H 0.934 2.947 0.881  0.294
42 H 3.910 1.463 2.635  0.299
43 H 2.233 1.491 2.746  0.084
44 H 3.436 1.521 -1.710  0.449
45 H 3.619 -0.186 -2.418  0.232
46 C -0.633 0.329 -6.242  0.052
47 Cl -1.735 -0.808 -5.456  -0.175
48 Cl -1.112 0.626 -7.918  -0.183
49 H -0.648 1.271 -5.697  0.185
50 H 0.373 -0.088 -6.230  0.116
51 C -0.957 4.323 -1.643  1.202
52 Cl -2.382 3.286 -1.513  -0.184
53 Cl -0.667 5.200 -0.133  -0.201
54 H -0.088 3.705 -1.866  -0.430
55 H -1.113 5.042 -2.446  -0.391
56 C 0.023 0.878 4.783  0.085
57 Cl -0.355 2.307 3.812  -0.140
58 Cl 0.049 -0.582 3.787  0.008
59 H 1.002 1.011 5.242  0.354
60 H -0.734 0.764 5.557  -0.253
61 C -3.650 0.611 6.764  -0.147
62 Cl -2.435 1.594 7.591  -0.189
63 Cl -2.924 -0.838 6.054  -0.206
64 H -4.411 0.309 7.483  0.099
65 H -4.106 1.203 5.972  0.404
66 C -2.902 -2.963 8.955  0.324
67 Cl -4.328 -4.001 9.078  -0.135
68 Cl -2.611 -2.095 10.467  -0.161
69 H -2.034 -3.580 8.728  0.305
70 H -3.060 -2.240 8.156  -0.317
71 C -1.546 -3.717 -7.920  -0.042
72 Cl -0.201 -3.549 -9.057  -0.164
73 Cl -2.618 -5.040 -8.393  -0.151
74 H -1.147 -3.922 -6.928  0.279
75 H -2.114 -2.789 -7.904  0.083
76 C -2.583 -1.989 -11.087  0.194
77 Cl -4.170 -2.708 -11.391  -0.157
78 Cl -2.196 -0.761 -12.297  -0.174
79 H -2.588 -1.526 -10.101  -0.018
80 H -1.828 -2.772 -11.123  0.143
81 C 7.095 -5.765 -3.211  -0.264
82 Cl 7.026 -4.122 -2.560  -0.175
83 Cl 8.765 -6.280 -3.470  -0.159
84 H 6.620 -6.446 -2.505  0.254
85 H 6.564 -5.791 -4.162  0.296
86 C -8.278 -3.858 8.477  -0.181
87 Cl -9.863 -4.578 8.171  -0.163
88 Cl -7.888 -2.631 7.266  -0.137
89 H -8.285 -3.393 9.462  0.285
90 H -7.521 -4.641 8.443  0.194
91 C -5.064 -5.108 0.852  -0.286
92 Cl -5.145 -3.474 1.521  -0.151
93 Cl -3.392 -5.600 0.554  -0.122
94 H -5.515 -5.802 1.561  0.279
95 H -5.613 -5.132 -0.088  0.282
96 C -5.322 2.977 9.912  -0.239
97 Cl -5.725 1.655 8.810  -0.134
98 Cl -6.678 4.096 10.090  -0.154
99 H -5.076 2.561 10.888  0.311
100 H -4.465 3.519 9.515  0.224
101 C -0.806 6.176 -5.330  -0.062
102 Cl -2.234 5.143 -5.194  -0.160
103 Cl -0.507 7.053 -3.824  -0.133
104 H 0.059 5.556 -5.556  0.020
105 H -0.964 6.895 -6.133  0.334
106 C 3.532 7.103 -4.649  0.054
107 Cl 4.880 7.263 -5.781  -0.173
108 Cl 2.462 5.775 -5.114  -0.088
109 H 3.928 6.907 -3.654  -0.065
110 H 2.963 8.032 -4.643  0.269
111 C 4.015 7.228 -0.473  -0.389
112 Cl 2.430 6.508 -0.778  -0.025
113 Cl 4.406 8.448 -1.692  -0.156
114 H 4.007 7.699 0.509  0.341
115 H 4.771 6.445 -0.501  0.257

Computed properties:
Highest occupied orbital energy ... -0.33277 hartree
Total charge ... 0
Lowest unoccupied orbital energy ... -0.04 eV

=====

no.,E (hartree)
1,-4897.7537
2,-2908.1936
3,-14865.3889